[1]
Below is a cluster of 2 separate species, C5H8N in total in a non-equilibrium geometry, with properties calculated with the ωB97M-V functional and the def2-TZVPD basis.

The value obtained for the frontier orbital gap (alpha / beta) is 0.306 / 0.347 Eh. As for the total charge: +1. The value obtained for the LUMO energy (alpha / beta) is -0.229 / -0.180 Ha. The HOMO energy (alpha / beta) comes out at -14.558 / -14.341 eV.

XYZ file:
```
14
Properties=species:S:1:pos:R:3:mulliken_charge:R:1
C 1.504 -0.631 -0.528 -0.490
C 0.026 1.740 -0.153 -0.235
C 0.945 -0.110 0.794 -0.050
C 1.106 0.785 -0.295 0.234
C -1.423 -0.365 -0.105 -0.780
N -0.368 0.445 0.430 0.166
H 2.571 -0.798 -0.550 0.260
H 0.935 -1.280 -1.183 0.159
H 0.172 2.528 0.585 0.253
H -0.519 2.071 -1.035 0.302
H 1.726 -0.565 2.967 0.222
H -2.165 0.259 -0.599 0.358
H -1.072 -1.126 -0.806 0.295
H -1.900 -0.883 0.731 0.305
```

***

[2]
Below is a structure of composition C13H26NV in a non-equilibrium geometry, with properties calculated with the ωB97M-V functional and the def2-TZVPD basis.

The value obtained for the frontier orbital gap (alpha / beta) is 0.304 / 0.316 Eh. As for the spin multiplicity: 3. As for the total charge: +2. The value obtained for the LUMO energy (alpha / beta) is -0.334 / -0.309 Ha. The HOMO energy (alpha / beta) comes out at -17.350 / -17.008 eV.

XYZ file:
```
41
Properties=species:S:1:pos:R:3:mulliken_charge:R:1
C 1.605 2.480 -0.859 -0.489
H 2.425 3.050 -0.385 0.454
H 2.014 2.055 -1.793 0.225
H 1.341 1.637 -0.160 -0.124
C 0.421 3.417 -1.110 -0.013
H -0.457 2.827 -1.421 0.173
H 0.143 3.867 -0.148 0.360
C 0.663 4.528 -2.124 -1.392
H -0.255 5.099 -2.258 0.369
H 1.436 5.223 -1.796 0.358
H 0.953 4.134 -3.098 0.356
C -0.926 -1.961 -0.108 0.106
C -1.565 -1.124 -1.068 0.891
C -0.612 -0.769 -2.075 0.693
C 0.641 -1.406 -1.730 0.546
C 0.431 -2.134 -0.514 0.796
C 1.442 -2.993 0.152 -1.805
C 1.900 -1.320 -2.507 -1.350
C -0.867 0.041 -3.292 -1.360
C -3.011 -0.786 -1.109 -1.788
C -1.599 -2.665 1.029 -1.057
V 0.085 -0.047 -0.232 0.476
H 2.752 -1.619 -1.885 0.359
H 1.896 -1.966 -3.399 0.353
H 2.073 -0.292 -2.850 0.255
H 2.450 -2.675 -0.123 0.405
H 1.342 -2.946 1.242 0.379
H 1.320 -4.039 -0.153 0.356
H -2.461 -2.100 1.412 0.357
H -1.989 -3.643 0.710 0.356
H -0.909 -2.864 1.860 0.368
H -3.179 0.101 -1.723 0.397
H -3.578 -1.616 -1.549 0.348
H -3.406 -0.604 -0.104 0.386
H -0.052 0.754 -3.462 0.297
H -0.956 -0.577 -4.199 0.332
H -1.800 0.608 -3.188 0.364
N -0.439 0.158 1.867 -0.654
H -0.031 -0.656 2.331 0.292
H -1.454 0.046 1.905 0.295
H -0.221 0.962 2.462 0.331
```

***

[3]
Below is a cluster of 2 separate species, C4H12NOS in total in a non-equilibrium geometry, with properties calculated with the ωB97M-V functional and the def2-TZVPD basis.

The value obtained for the frontier orbital gap is 0.239 Eh. As for the total charge: -1. The value obtained for the LUMO energy is 0.136 Ha. The HOMO energy comes out at -2.802 eV.

XYZ file:
```
19
Properties=species:S:1:pos:R:3:mulliken_charge:R:1
C -1.663 1.638 -1.258 -0.883
N -1.586 0.993 0.043 -0.484
C -0.224 0.364 0.289 0.081
C -0.260 -0.215 1.691 -0.781
S 1.425 -0.799 2.181 -0.699
C 0.008 -0.726 -0.761 -0.981
H -0.833 2.330 -1.395 0.317
H -2.534 2.297 -1.248 0.310
H -1.757 0.948 -2.092 0.291
H -2.221 0.202 0.036 0.293
H 0.453 1.203 0.200 0.298
H -0.980 -1.026 1.676 0.211
H -0.496 0.571 2.401 0.292
H 0.845 -1.319 -0.397 0.206
H -0.879 -1.365 -0.782 0.310
H 0.248 -0.339 -1.745 0.328
H 3.711 -0.949 0.676 0.318
H 3.008 -2.144 0.467 0.269
O 3.733 -1.664 0.018 -0.696
```

***

[4]
Below is the molecule C2H2N2O in a non-equilibrium geometry, with properties calculated with the ωB97M-V functional and the def2-TZVPD basis.

The value obtained for the frontier orbital gap is 0.443 Eh. As for the total charge: 0. The value obtained for the LUMO energy is 0.039 Ha. The HOMO energy comes out at -11.015 eV.

XYZ file:
```
7
Properties=species:S:1:pos:R:3:mulliken_charge:R:1
C 0.090 -0.970 -0.487 -0.075
N 1.024 -0.087 0.304 -0.431
C 0.277 0.901 0.578 0.135
O -1.118 0.730 0.005 -0.165
N -1.074 -0.463 -0.610 -0.209
H 0.399 -1.924 -0.890 0.366
H 0.402 1.814 1.100 0.379
```

***

[5]
Below is a structure of composition C12H20Cl2N2SeTi in a non-equilibrium geometry, with properties calculated with the ωB97M-V functional and the def2-TZVPD basis.

The value obtained for the frontier orbital gap is 0.304 Eh. As for the total charge: 0. The value obtained for the LUMO energy is 0.015 Ha. The HOMO energy comes out at -7.854 eV.

XYZ file:
```
38
Properties=species:S:1:pos:R:3:mulliken_charge:R:1
Ti -0.887 0.131 0.293 -0.382
Cl -2.620 1.530 -0.127 -0.483
Cl 0.809 -0.805 1.608 -0.486
C -2.033 -1.280 0.928 -1.137
H -1.644 -1.958 1.696 0.402
H -3.107 -1.048 0.948 0.486
C -0.655 -1.024 -1.296 -0.019
C -1.611 -1.830 -0.522 1.149
H 0.377 -0.887 -0.836 0.442
C -2.985 -1.987 -1.279 -0.996
H -1.146 -2.824 -0.350 0.347
C -2.779 -2.489 -2.701 -0.846
H -3.653 -2.650 -0.706 0.385
H -3.468 -0.999 -1.295 0.336
C -1.798 -1.613 -3.484 -0.555
H -2.405 -3.516 -2.613 0.317
H -3.749 -2.560 -3.198 0.358
C -0.476 -1.515 -2.708 -0.942
H -1.645 -2.029 -4.484 0.341
H -2.201 -0.603 -3.598 0.291
H -0.085 -2.546 -2.630 0.314
H 0.319 -0.956 -3.215 0.389
C 3.973 2.174 -0.037 -0.836
N 3.205 2.130 1.189 0.176
C 3.736 1.978 2.456 -0.522
C 2.693 1.960 3.328 -0.437
N 1.539 2.109 2.586 0.334
C 0.198 2.072 3.151 -1.070
C 1.842 2.209 1.255 0.014
Se 0.713 2.324 -0.209 -0.220
H 4.665 3.026 -0.020 0.338
H 3.280 2.287 -0.876 0.211
H 4.550 1.248 -0.163 0.337
H 4.795 1.891 2.621 0.456
H 2.671 1.843 4.397 0.440
H -0.055 1.057 3.484 0.341
H 0.165 2.754 4.011 0.377
H -0.528 2.398 2.398 0.350
```

***

[6]
Below is a structure of composition C15H11F6IrN2OS5SbSe2 in a non-equilibrium geometry, with properties calculated with the ωB97M-V functional and the def2-TZVPD basis.

The value obtained for the frontier orbital gap (alpha / beta) is 0.191 / 0.189 Eh. As for the spin multiplicity: 2. As for the total charge: -2. The value obtained for the LUMO energy (alpha / beta) is 0.145 / 0.145 Ha. The HOMO energy (alpha / beta) comes out at -1.271 / -1.208 eV.

XYZ file:
```
44
Properties=species:S:1:pos:R:3:mulliken_charge:R:1
Ir 0.835 -0.786 -0.932 1.462
Se 3.934 0.498 0.552 0.020
Se 2.269 1.794 1.437 -0.053
C 1.296 0.346 2.243 -0.055
C 1.201 0.313 3.626 -0.631
C 0.427 -0.674 4.219 -0.267
C -0.201 -1.597 3.407 -1.059
C -0.014 -1.515 2.033 -0.164
N 0.716 -0.558 1.460 0.210
C 3.515 0.863 -1.283 0.174
C 4.500 1.420 -2.088 -0.702
C 4.205 1.709 -3.409 -0.200
C 2.922 1.469 -3.868 -0.912
C 1.990 0.929 -2.997 -0.205
N 2.285 0.602 -1.732 -0.052
H 1.738 1.045 4.213 0.403
H 0.334 -0.723 5.297 0.376
H -0.825 -2.382 3.811 0.467
H -0.470 -2.223 1.348 0.328
H 5.473 1.622 -1.664 0.376
H 4.960 2.134 -4.058 0.355
H 2.630 1.688 -4.886 0.381
H 0.975 0.731 -3.302 0.484
S 0.451 -5.746 -2.400 -0.766
Sb 0.880 -4.229 -0.756 0.712
S -0.734 -2.496 -1.080 -0.666
S 2.489 -2.476 -1.215 -0.637
S 1.393 -5.124 1.279 -0.754
S -0.696 2.154 -1.629 -0.406
C -0.626 0.647 -0.926 -0.051
C -3.700 -0.614 0.532 -1.769
C -2.990 0.675 0.105 0.675
O -1.670 0.225 -0.115 0.275
C -2.980 1.654 1.296 0.654
F -2.400 2.827 1.051 -0.229
F -4.246 1.916 1.711 -0.306
F -2.337 1.102 2.337 -0.198
C -3.775 1.276 -1.097 0.372
F -3.661 2.592 -1.284 -0.221
F -3.464 0.637 -2.222 -0.224
F -5.111 1.076 -0.896 -0.311
H -3.125 -1.055 1.342 0.274
H -3.668 -1.307 -0.307 0.439
H -4.725 -0.439 0.846 0.402
```

***

Energy relative to the best compared isomer or geometry (same formula, charge and spin) list, top to bottom, in kcal/mol: 224.8; 3.4; 11.4; 42.6; 0.0; 31.1
Electronic energy list, top to bottom, in Eh: -249.4670; -1509.0970; -687.8099; -262.0961; -4750.1010; -8500.6872